# C5H8O

A molecular structure, C5H8O (the ωB97M-V functional and the def2-TZVPD basis, the OMol25 dataset).

Each line ends with the Mulliken charge.
Cartesian coordinates (Å):
O -1.954 -0.986 -0.964  -0.434
C -1.763 0.276 -1.057  0.090
C -0.949 0.738 0.011  -1.074
C 0.540 0.451 -0.076  0.118
C 1.293 0.051 1.163  -0.500
C 1.131 -0.929 0.038  -0.669
H -2.271 0.813 -1.865  0.384
H -1.142 1.755 0.364  0.264
H -1.427 -0.730 0.120  0.431
H 1.094 1.118 -0.740  0.402
H 2.273 0.488 1.333  0.276
H 0.706 -0.113 2.063  0.246
H 1.999 -1.155 -0.575  0.251
H 0.468 -1.777 0.185  0.215

Summary:
**Highest occupied orbital energy**: -0.312 Ha
**Strongest force on any atom**: 0.3 eV/A
**E_tot**: -7357.8788 eV
**Net charge**: 0
**Gap between HOMO and LUMO**: 8.9071 eV
**ΔE to the lowest compared entry with this formula, charge and spin**: 4.3765 eV

=====

# C4H6FNS

A single C4H6FNS molecule (the ωB97M-V functional and the def2-TZVPD basis, the OMol25 dataset).

Each line ends with the Mulliken charge.
Cartesian coordinates (Å):
C -0.304 1.359 -0.055  -0.755
C -1.641 -0.640 0.041  -0.055
C 0.642 -0.978 -0.124  -0.245
C 1.885 -0.637 -0.014  -0.075
H -1.251 1.917 -0.737  0.293
H -0.434 1.870 1.118  0.243
H 0.829 1.504 -0.629  0.274
H -1.628 -1.758 0.326  0.126
H 0.379 -1.981 0.001  0.200
H 2.732 -1.264 0.004  0.395
N -0.416 -0.066 -0.064  0.146
F 2.308 0.614 0.112  -0.234
S -3.102 0.059 0.020  -0.313

Summary:
**Highest occupied orbital energy**: -0.312 Ha
**Strongest force on any atom**: 4.5 eV/A
**E_tot**: -19284.9475 eV
**SMILES**: CN(C=S)/C=C\F
**Net charge**: 0
**Gap between HOMO and LUMO**: 9.0171 eV
**ΔE to the lowest compared entry with this formula, charge and spin**: 3.0798 eV

=====

# C17H34OP2W

A molecular structure, C17H34OP2W (the ωB97M-V functional and the def2-TZVPD basis, the OMol25 dataset).

Each line ends with the Mulliken spin population.
Cartesian coordinates (Å):
P -0.370 -1.422 -5.337  0.152
P 0.276 1.796 -5.486  0.010
C -0.462 -0.482 -6.974  0.064
C 0.399 0.770 -7.037  -0.013
H -1.527 -0.275 -7.145  -0.002
H -0.137 -1.224 -7.717  0.014
H 1.461 0.540 -7.207  0.000
H 0.068 1.433 -7.847  0.002
C -1.318 2.601 -5.947  -0.001
H -1.581 3.359 -5.199  0.000
H -2.152 1.883 -6.047  0.000
H -1.124 3.085 -6.921  0.000
C 1.346 3.192 -5.890  0.003
H 0.937 3.678 -6.780  0.001
H 2.369 2.875 -6.080  0.000
H 1.331 3.901 -5.058  0.000
C -1.234 -2.893 -5.969  0.010
H -1.149 -3.709 -5.252  -0.005
H -0.721 -3.167 -6.899  0.002
H -2.278 -2.673 -6.182  0.001
C 1.303 -2.130 -5.756  0.011
H 2.104 -1.367 -5.836  -0.001
H 1.156 -2.597 -6.741  0.000
H 1.571 -2.893 -5.016  -0.004
W -0.309 -0.270 -1.188  1.175
C 0.568 1.707 -1.840  0.085
C -0.808 1.698 -2.181  0.027
C -1.452 0.766 -3.172  0.008
C -1.772 -0.707 -2.826  0.078
C -0.589 -1.794 -2.831  0.170
C 0.803 -1.442 -2.542  -0.196
C 1.524 -0.287 -3.230  0.116
C 1.732 1.056 -2.536  0.020
C 0.223 -1.495 0.347  0.000
H 0.841 2.463 -1.089  0.009
H -1.484 2.453 -1.754  -0.013
H -0.829 0.764 -4.096  -0.009
H -2.412 1.225 -3.503  0.001
H -2.438 -0.748 -1.899  0.037
H -2.452 -1.073 -3.676  0.006
H -0.893 -2.865 -2.825  0.025
H 1.465 -2.271 -2.244  0.005
H 0.956 -0.057 -4.173  0.005
H 2.514 -0.653 -3.586  -0.003
H 2.563 0.972 -1.812  -0.013
H 2.078 1.780 -3.302  0.010
H 1.283 -1.220 0.530  -0.006
H 0.086 -2.494 -0.128  0.004
H -0.467 -1.275 1.180  -0.008
C 0.666 1.459 1.530  0.039
C -0.479 1.099 0.618  0.028
O -1.668 1.425 0.823  0.156
H 1.616 1.653 1.024  -0.001
H 0.856 0.646 2.242  0.000
H 0.402 2.366 2.094  -0.001

Summary:
**Highest occupied orbital energy (spin up / spin down)**: -0.529 / -0.528 Ha
**Strongest force on any atom**: 4.2 eV/A
**E_tot**: -40606.7797 eV
**Net charge**: +2
**Gap between HOMO and LUMO (spin up / spin down)**: 5.8804 / 5.3390 eV
**Spin multiplicity**: 3
**ΔE to the lowest compared entry with this formula, charge and spin**: 1.4699 eV

=====

# C15H18Cl3N4O2SZn

A molecular structure, C15H18Cl3N4O2SZn (the ωB97M-V functional and the def2-TZVPD basis, the OMol25 dataset).

Each line ends with the Mulliken charge.
Cartesian coordinates (Å):
Zn 0.285 -1.082 -1.242  0.187
Cl -0.516 0.473 5.550  -0.199
C 0.064 0.154 3.952  0.431
C -0.798 0.260 2.878  -1.006
C -0.292 -0.004 1.619  1.102
Cl -1.372 0.146 0.232  -0.235
C 1.030 -0.375 1.348  0.125
O 1.489 -0.604 0.138  -0.993
C 1.858 -0.462 2.485  0.403
Cl 3.508 -0.906 2.249  -0.182
C 1.391 -0.204 3.758  -0.803
H -1.832 0.541 3.019  0.454
H 2.063 -0.284 4.601  0.448
C -1.004 2.532 -4.089  -0.907
N -0.159 2.483 -2.914  0.100
C 0.085 3.675 -2.094  -0.602
C 1.015 3.154 -0.981  -0.474
N 1.282 1.789 -1.427  0.007
C 0.577 1.461 -2.505  0.525
S 0.651 -0.093 -3.265  -0.476
H -1.937 3.035 -3.837  0.321
H -1.217 1.519 -4.420  0.302
H -0.512 3.077 -4.896  0.322
H -0.860 4.054 -1.707  0.361
H 0.549 4.455 -2.699  0.342
H 0.527 3.152 -0.006  0.257
H 1.939 3.723 -0.912  0.313
H 1.892 1.131 -0.961  0.148
N -0.468 -2.918 -1.161  -0.753
C -0.938 -3.969 -1.059  1.229
N -1.448 -5.153 -0.947  0.010
C -0.776 -6.343 -1.506  -0.528
C -0.806 -7.441 -0.456  -0.553
O -2.131 -7.674 -0.022  -0.363
C -2.670 -6.540 0.624  -0.548
C -2.777 -5.376 -0.346  -0.527
H 0.245 -6.079 -1.776  0.435
H -1.317 -6.657 -2.400  0.266
H -0.171 -7.165 0.394  0.343
H -0.439 -8.373 -0.883  0.342
H -2.044 -6.257 1.480  0.344
H -3.658 -6.816 0.986  0.343
H -3.096 -4.465 0.157  0.424
H -3.482 -5.613 -1.146  0.263

Summary:
**Highest occupied orbital energy**: -0.395 Ha
**Strongest force on any atom**: 0.4 eV/A
**E_tot**: -122719.1433 eV
**Net charge**: +1
**Gap between HOMO and LUMO**: 8.4996 eV

=====

# C4H8O3

A single C4H8O3 molecule (the ωB97M-V functional and the def2-TZVPD basis, the OMol25 dataset).

Each line ends with the Mulliken charge.
Cartesian coordinates (Å):
C -0.076 0.266 0.977  0.285
C 0.883 -0.898 0.347  -0.571
C 0.177 -0.821 -1.031  -0.701
C 0.138 0.492 -1.243  -0.363
H -2.227 1.366 1.240  0.409
H 0.592 0.641 1.930  0.230
H 0.877 -1.914 0.778  0.347
H 1.877 -0.312 0.317  0.299
H -0.660 -1.354 -1.112  0.420
H 0.973 -1.253 -1.678  0.273
H -0.651 0.910 -2.062  0.222
H 1.185 0.841 -1.750  0.244
O -1.708 0.906 2.147  -0.392
O -1.416 -0.084 1.141  -0.323
O 0.036 1.214 -0.002  -0.381

Summary:
**Highest occupied orbital energy**: -0.367 Ha
**Strongest force on any atom**: 11.3 eV/A
**E_tot**: -10413.6621 eV
**SMILES**: OO[C@H]1CCCO1
**Net charge**: 0
**Gap between HOMO and LUMO**: 10.8055 eV
**ΔE to the lowest compared entry with this formula, charge and spin**: 7.3414 eV

=====

# C5H12N2

2 unconnected molecules or ions with the total composition C5H12N2 (the ωB97M-V functional and the def2-TZVPD basis, the OMol25 dataset).

Each line ends with the Mulliken charge.
Cartesian coordinates (Å):
C 2.002 0.177 -1.240  0.139
C 1.411 -0.720 -2.368  -1.072
C 1.226 1.170 -0.766  -0.978
C -1.585 1.081 1.465  -0.846
C -0.395 -0.538 2.773  -0.297
N -1.044 -0.685 0.480  -0.924
N -0.928 -0.165 1.657  0.530
H 1.419 -0.137 -3.304  0.277
H 2.050 -1.578 -2.564  0.303
H 0.404 -0.871 -2.125  0.325
H 1.668 1.848 -0.093  0.282
H -0.683 -1.737 0.433  0.165
H 0.236 1.308 -1.074  0.340
H -0.768 1.556 0.900  0.205
H -2.303 0.826 0.686  0.333
H -2.067 1.525 2.320  0.350
H 2.978 -0.037 -0.823  0.383
H 0.144 -1.381 2.884  0.305
H -0.381 0.206 3.617  0.180

Summary:
**Highest occupied orbital energy (spin up / spin down)**: -0.287 / -0.287 Ha
**Strongest force on any atom**: 5.2 eV/A
**E_tot**: -8355.2729 eV
**Net charge**: 0
**Gap between HOMO and LUMO (spin up / spin down)**: 8.8980 / 8.8986 eV
**ΔE to the lowest compared entry with this formula, charge and spin**: 4.8633 eV